# C10H31FeO6

C10H31FeO6 as an isolated structure in a non-equilibrium geometry (wB97M-V/def2-TZVPD, the OMol25 dataset).

The total energy comes out at -2114.44149 Ha. The relative energy (zero: lowest compared OMol25 entry of this formula, charge and spin) comes out at 1.444 eV. The value obtained for the gap between HOMO and LUMO (alpha / beta) is 7.4 / 7.3 eV. The LUMO energy (alpha / beta) is -5.11 / -5.17 eV. The HOMO energy (alpha / beta) is -12.48 / -12.48 eV.

```
! wB97M-V def2-TZVPD RIJCOSX def2/J DEFGRID3
* xyz 1 5
Fe -8.537 12.250 -18.625
O -8.957 12.613 -16.764
H -9.731 12.343 -16.260
C -8.425 17.119 -14.799
C -8.566 15.611 -14.904
O -9.151 15.298 -16.160
H -7.938 17.394 -13.862
H -9.396 17.606 -14.886
H -7.770 17.538 -15.565
H -9.136 15.157 -14.089
H -7.538 15.224 -14.840
H -9.139 14.335 -16.308
C -9.292 10.712 -12.396
C -9.425 11.288 -13.795
O -8.155 11.525 -14.363
H -8.675 11.271 -11.697
H -8.841 9.720 -12.486
H -10.287 10.546 -11.979
H -10.086 12.168 -13.798
H -10.029 10.570 -14.372
H -8.297 12.027 -15.194
C -7.794 16.558 -19.269
C -7.055 15.231 -19.422
O -7.662 14.237 -18.578
H -7.827 16.773 -18.200
H -8.768 16.579 -19.747
H -7.196 17.356 -19.713
H -5.994 15.324 -19.171
H -7.027 14.872 -20.452
H -7.716 14.597 -17.673
C -5.412 12.485 -16.667
C -5.599 11.658 -17.932
O -6.922 11.069 -17.979
H -6.229 13.173 -16.437
H -4.523 13.115 -16.698
H -5.341 11.858 -15.776
H -4.850 10.871 -17.971
H -5.448 12.309 -18.792
H -6.971 10.354 -17.331
C -12.516 13.295 -16.001
C -13.626 12.459 -16.622
O -14.008 12.952 -17.915
H -12.681 14.370 -15.985
H -11.603 13.109 -16.572
H -12.401 12.898 -14.989
H -14.511 12.523 -15.981
H -13.345 11.417 -16.757
H -14.233 13.880 -17.786
*
```

Mulliken population analysis, charges in e, atoms 1 to 6: Fe 0.786; O -0.419; H 0.210; C -1.342; C 0.113; O -0.487

# C19H28CdN2O9Sb

C19H28CdN2O9Sb as an isolated structure (wB97M-V/def2-TZVPD, the OMol25 dataset).

The total energy comes out at -1935.63098 Ha. The relative energy (zero: lowest compared OMol25 entry of this formula, charge and spin) comes out at 0.357 eV. The value obtained for the gap between HOMO and LUMO is 6.3 eV. The LUMO energy is 1.91 eV. The HOMO energy is -4.43 eV.

```
! wB97M-V def2-TZVPD RIJCOSX def2/J DEFGRID3
* xyz -1 1
Cd -0.101 0.003 0.463
O 0.262 -1.463 2.816
C 1.621 -1.863 2.859
C 2.569 -0.805 2.313
N 2.244 -0.406 0.945
C 2.637 -1.424 -0.048
C 1.565 -1.603 -1.143
O 1.913 -1.621 -2.322
O 0.370 -1.755 -0.701
C 2.821 0.906 0.621
C 2.188 1.614 -0.596
O 2.935 2.256 -1.322
O 0.909 1.536 -0.702
H 0.216 -0.535 3.115
H 1.689 -2.796 2.297
H 1.921 -2.072 3.893
H 3.602 -1.178 2.383
H 2.478 0.078 2.948
H 2.714 -2.391 0.450
H 3.599 -1.180 -0.506
H 3.899 0.841 0.442
H 2.640 1.569 1.469
O -4.429 0.058 -1.668
C -3.325 -0.001 -0.893
O -2.480 -0.840 -1.029
C -3.290 1.049 0.163
C -4.330 1.941 0.329
C -4.245 2.878 1.350
C -3.131 2.869 2.160
C -2.121 1.942 1.916
N -2.193 1.055 0.928
C -0.895 1.926 2.843
O -0.953 2.654 3.827
O 0.047 1.146 2.498
H -4.331 -0.652 -2.319
H -5.184 1.885 -0.329
H -5.041 3.594 1.510
H -2.996 3.552 2.986
C -1.656 -0.477 -6.094
C -0.841 -1.029 -4.925
Sb -0.389 0.316 -3.247
C 1.288 1.361 -4.152
C 1.459 1.282 -5.667
C -1.937 1.851 -3.680
C -1.642 2.884 -4.769
H -1.892 -1.261 -6.823
H -1.111 0.307 -6.621
H -2.603 -0.049 -5.756
H 0.134 -1.387 -5.262
H -1.352 -1.881 -4.472
H 2.156 0.937 -3.648
H 1.207 2.393 -3.811
H 1.540 0.247 -6.006
H 2.378 1.798 -5.970
H 0.631 1.750 -6.201
H -2.090 2.359 -2.722
H -2.867 1.319 -3.911
H -0.719 3.424 -4.558
H -2.446 3.626 -4.847
H -1.539 2.410 -5.745
*
```

Mulliken population analysis, charges in e, atoms 1 to 6: Cd 2.151; O -0.541; C -0.747; C -0.984; N 0.807; C -0.674

# C19H40NP3ReSe

C19H40NP3ReSe as an isolated structure in a non-equilibrium geometry (wB97M-V/def2-TZVPD, the OMol25 dataset).

The total energy comes out at -4304.76588 Ha. The relative energy (zero: lowest compared OMol25 entry of this formula, charge and spin) comes out at 0.000 eV. The value obtained for the gap between HOMO and LUMO (alpha / beta) is 4.5 / 2.9 eV. The LUMO energy (alpha / beta) is -14.13 / -15.60 eV. The HOMO energy (alpha / beta) is -18.66 / -18.52 eV.

```
! wB97M-V def2-TZVPD RIJCOSX def2/J DEFGRID3
* xyz 4 4
Re -0.028 0.263 0.117
P 0.467 -0.887 -1.766
P 2.078 1.132 0.304
P -2.233 -0.236 -0.008
H -1.321 6.806 2.841
C -2.040 6.242 3.472
C -1.770 4.935 3.821
H -0.737 4.515 3.807
C 0.331 -0.152 -3.461
C 2.155 -1.591 -1.773
C -0.484 -2.448 -1.992
C 2.251 2.676 1.280
C 3.380 0.089 1.062
C 2.916 1.728 -1.249
C -3.437 0.774 0.938
C -2.752 -1.914 0.510
C -3.062 -0.090 -1.673
H -2.833 6.968 3.828
H -2.509 4.280 4.309
H 0.653 -0.893 -4.202
H 0.982 0.737 -3.543
H -0.711 0.147 -3.650
H 2.258 -2.208 -2.669
H 2.343 -2.243 -0.909
H 2.941 -0.834 -1.771
H -0.050 -2.980 -2.839
H -1.539 -2.272 -2.194
H -0.415 -3.108 -1.120
H 3.325 2.894 1.402
H 1.784 2.539 2.267
H 1.760 3.496 0.736
H 4.357 0.344 0.619
H 3.202 -0.987 0.923
H 3.408 0.304 2.141
H 3.943 2.002 -0.965
H 2.364 2.609 -1.619
H 2.941 0.970 -2.044
H -4.428 0.290 0.882
H -3.481 1.783 0.501
H -3.111 0.842 1.985
H -3.854 -1.940 0.532
H -2.373 -2.126 1.521
H -2.394 -2.699 -0.171
H -4.120 -0.373 -1.532
H -2.608 -0.739 -2.435
H -2.988 0.959 -2.010
C -1.212 4.003 -1.671
C -1.262 4.168 -0.272
C -2.067 5.187 0.237
C -2.739 6.047 -0.618
C -2.653 5.898 -2.021
C -1.901 4.845 -2.546
Se -0.226 2.516 -2.311
H -0.577 1.873 -0.921
H -0.718 3.494 0.412
H -2.128 5.312 1.304
H -3.320 6.859 -0.181
H -3.174 6.602 -2.656
H -1.844 4.695 -3.624
C 1.101 -3.657 1.942
C 0.689 -2.282 1.605
N 0.392 -1.249 1.137
H 0.288 -4.256 2.422
H 1.994 -3.743 2.614
H 1.357 -4.162 0.968
*
```

Mulliken population analysis, charges in e, atoms 1 to 6: Re 0.099; P 0.654; P 0.881; P 0.824; H 0.301; C -0.571

# C27H39NO6PS2Tl

C27H39NO6PS2Tl as an isolated structure in a non-equilibrium geometry (wB97M-V/def2-TZVPD, the OMol25 dataset).

The total energy comes out at -2866.90729 Ha. The value obtained for the gap between HOMO and LUMO is 1.3 eV. The LUMO energy is -10.98 eV. The HOMO energy is -12.23 eV.

```
! wB97M-V def2-TZVPD RIJCOSX def2/J DEFGRID3
* xyz 2 1
C -6.615 0.525 0.937
C -5.541 1.581 1.653
C -4.448 2.198 0.553
O -3.308 1.271 0.475
C -2.578 1.389 -0.797
O -2.537 2.852 -1.107
O -3.424 0.884 -1.921
P -2.408 0.532 -3.321
C -2.505 -1.372 -3.217
C -3.621 -2.057 -4.225
C -5.159 -1.948 -3.607
C -6.128 -3.109 -4.260
O -5.652 -4.286 -4.712
O -7.612 -2.936 -4.339
C -8.230 -3.494 -3.104
C -8.298 -2.260 -1.992
O -0.919 0.540 -2.388
C -1.054 0.720 -0.907
C 0.147 1.612 -0.237
C 1.566 0.785 -0.017
C 2.507 1.534 1.136
S 4.129 2.200 0.475
C 5.565 1.015 0.904
S 6.262 0.224 -0.473
N 6.000 0.787 2.333
C 6.102 -0.677 2.697
C 7.550 -1.421 3.065
C 7.620 -3.036 3.489
C 6.269 -3.967 3.565
C 4.823 -3.267 3.158
C 4.760 -1.674 2.738
C 7.226 1.582 2.717
C 7.294 2.149 4.281
C 8.559 3.007 4.891
C 9.838 3.323 3.911
C 9.842 2.776 2.331
C 8.524 1.912 1.772
H -6.002 -0.491 0.812
H -7.573 0.351 1.601
H -7.014 0.938 -0.101
H -6.201 2.413 2.156
H -4.973 1.000 2.522
H -5.019 2.370 -0.456
H -4.137 3.260 0.996
H -2.071 3.347 -0.370
H -1.748 0.392 -4.623
H -3.600 0.686 -4.160
H -2.129 1.955 -3.554
H -1.456 -1.836 -3.538
H -2.708 -1.659 -2.096
H -3.278 -3.190 -4.356
H -3.559 -1.528 -5.282
H -5.626 -0.867 -3.729
H -5.130 -2.167 -2.438
H -7.618 -4.431 -2.692
H -9.298 -3.883 -3.416
H -7.824 -2.680 -1.008
H -7.631 -1.352 -2.385
H -9.384 -1.841 -1.827
H -1.232 -0.390 -0.560
H -0.256 1.959 0.832
H 0.294 2.578 -0.900
H 2.142 0.607 -1.022
H 1.242 -0.282 0.410
H 2.603 0.829 2.066
H 1.851 2.462 1.501
H 8.580 -0.848 3.076
H 8.645 -3.540 3.761
H 6.358 -5.097 3.904
H 3.856 -3.944 3.208
H 3.731 -1.188 2.454
H 6.396 1.906 4.997
H 8.484 3.355 6.017
H 10.749 3.938 4.329
H 10.792 2.999 1.682
H 8.577 1.521 0.670
Tl -3.380 2.459 -4.940
*
```

Mulliken population analysis, charges in e, atoms 1 to 6: C -0.831; C -0.510; C -0.098; O -0.334; C 0.118; O -0.519

# C31H50HgN2O8SSb

C31H50HgN2O8SSb as an isolated structure (wB97M-V/def2-TZVPD, the OMol25 dataset).

The total energy comes out at -2714.36581 Ha. The relative energy (zero: lowest compared OMol25 entry of this formula, charge and spin) comes out at 0.622 eV. The value obtained for the gap between HOMO and LUMO (alpha / beta) is 6.4 / 5.7 eV. The LUMO energy (alpha / beta) is 4.01 / 3.32 eV. The HOMO energy (alpha / beta) is -2.39 / -2.39 eV.

```
! wB97M-V def2-TZVPD RIJCOSX def2/J DEFGRID3
* xyz -2 2
Hg -0.672 -0.150 -0.841
C -3.177 1.736 0.804
C -2.581 0.993 1.851
C -1.396 1.779 2.310
C -1.362 2.897 1.538
C -2.455 2.879 0.576
C -2.599 3.871 -0.546
C -3.843 3.575 -1.381
C -2.697 5.292 0.024
C -1.357 3.762 -1.444
C -0.326 1.462 3.348
C -0.919 1.220 4.744
C 0.618 2.664 3.505
C 0.551 0.284 2.883
C -3.237 -0.285 2.354
C -2.294 -1.412 2.792
C -4.121 -0.887 1.250
C -4.167 0.110 3.521
H -4.015 1.401 0.218
H -0.610 3.668 1.575
H -4.748 3.618 -0.769
H -3.781 2.587 -1.839
H -3.937 4.311 -2.184
H -3.584 5.397 0.652
H -2.761 6.020 -0.790
H -1.824 5.539 0.629
H -1.250 2.751 -1.841
H -0.445 3.988 -0.890
H -1.436 4.465 -2.279
H -1.547 2.064 5.044
H -0.107 1.123 5.469
H -1.518 0.319 4.805
H 0.091 3.555 3.855
H 1.117 2.904 2.564
H 1.391 2.412 4.235
H 0.002 -0.600 2.564
H 1.235 -0.012 3.683
H 1.147 0.599 2.020
H -1.636 -1.753 1.988
H -2.911 -2.266 3.088
H -1.679 -1.156 3.648
H -3.533 -1.091 0.353
H -4.959 -0.240 0.987
H -4.533 -1.833 1.608
H -3.618 0.561 4.347
H -4.675 -0.785 3.895
H -4.922 0.824 3.188
O 1.937 -2.724 2.224
C 1.258 -2.782 1.179
O 0.143 -2.239 0.973
C 1.811 -3.680 0.068
C 2.363 -4.868 0.436
C 2.890 -5.766 -0.519
C 2.933 -5.428 -1.854
C 2.431 -4.203 -2.250
C 1.772 -3.270 -1.344
O 1.250 -2.213 -1.719
N 2.611 -3.881 -3.651
O 2.590 -2.713 -4.006
O 2.822 -4.805 -4.439
N 3.430 -7.027 -0.105
O 3.348 -7.342 1.079
O 3.956 -7.758 -0.945
H 2.404 -5.114 1.487
H 3.371 -6.093 -2.579
C 0.694 -0.782 -6.363
Sb 0.246 -0.503 -4.253
C -1.579 0.591 -4.735
C -0.832 -2.357 -4.145
H -0.172 -1.199 -6.880
H 1.538 -1.464 -6.455
H 0.957 0.175 -6.815
H -2.089 0.127 -5.580
H -1.352 1.631 -4.976
H -2.236 0.578 -3.864
H -1.570 -2.398 -4.947
H -1.322 -2.433 -3.175
H -0.133 -3.185 -4.238
C 4.060 2.136 2.148
C 4.101 2.224 0.631
S 2.588 1.577 -0.127
O 2.642 1.983 -1.564
C 2.962 -0.184 -0.006
C 4.003 -0.652 -1.007
H 4.949 2.595 2.585
H 4.021 1.102 2.491
H 3.181 2.646 2.550
H 4.955 1.694 0.206
H 4.138 3.257 0.283
H 2.005 -0.681 -0.172
H 3.238 -0.373 1.034
H 3.799 -0.225 -1.988
H 3.949 -1.737 -1.088
H 5.019 -0.390 -0.703
*
```

Mulliken population analysis, charges in e, atoms 1 to 6: Hg 0.697; C -0.827; C 0.292; C -0.324; C -0.654; C -1.048

# C8H18BClF3N2O4S

A 2-piece molecular cluster, C8H18BClF3N2O4S overall in a non-equilibrium geometry (wB97M-V/def2-TZVPD, the OMol25 dataset).

The total energy comes out at -1908.60704 Ha. The relative energy (zero: lowest compared OMol25 entry of this formula, charge and spin) comes out at 1.311 eV. The value obtained for the gap between HOMO and LUMO is 6.1 eV. The LUMO energy is -5.04 eV. The HOMO energy is -11.17 eV.

```
! wB97M-V def2-TZVPD RIJCOSX def2/J DEFGRID3
* xyz 1 1
C -0.495 2.977 -1.429
C 0.715 1.971 -1.579
C 1.915 2.358 -0.685
N 1.845 1.867 0.751
Cl 0.705 2.776 1.726
B 3.279 2.196 1.364
C 3.463 3.366 2.414
O 4.339 1.490 0.936
S 1.643 0.118 0.935
O 2.239 -0.189 2.192
O 2.334 -0.608 -0.061
C -0.149 -0.435 1.054
F -1.028 0.432 0.603
F -0.385 -0.834 2.265
F -0.229 -1.506 0.282
H -0.694 3.440 -2.405
H -0.165 3.806 -0.776
H -1.382 2.522 -0.972
H 0.410 0.917 -1.499
H 1.065 2.106 -2.617
H 2.810 1.868 -1.120
H 2.125 3.441 -0.719
H 3.044 3.150 3.409
H 4.555 3.475 2.557
H 3.133 4.345 2.017
H 4.949 1.368 1.684
C -4.260 -3.852 -2.044
O -4.353 -2.923 -2.820
N -3.433 -3.882 -0.973
C -3.364 -5.022 -0.078
C -2.591 -2.731 -0.721
H -4.861 -4.769 -2.155
H -3.628 -4.706 0.934
H -2.348 -5.422 -0.076
H -4.052 -5.803 -0.396
H -3.220 -1.849 -0.579
H -1.944 -2.562 -1.584
H -1.986 -2.896 0.164
*
```

Mulliken population analysis, charges in e, atoms 1 to 6: C -1.016; C -0.415; C -0.818; N -0.021; Cl 0.078; B 0.547

# C20H27N3O5Sr

C20H27N3O5Sr as an isolated structure (wB97M-V/def2-TZVPD, the OMol25 dataset).

The total energy comes out at -1349.02928 Ha. The value obtained for the gap between HOMO and LUMO is 9.1 eV. The LUMO energy is -4.95 eV. The HOMO energy is -14.04 eV.

```
! wB97M-V def2-TZVPD RIJCOSX def2/J DEFGRID3
* xyz 2 1
Sr -0.153 -0.973 0.071
C 0.040 0.288 3.030
C -1.369 0.745 2.631
O -1.801 0.005 1.465
C -3.190 -0.113 1.101
C -3.327 -0.395 -0.407
O -2.381 -1.394 -0.850
C -2.302 -1.630 -2.281
C -0.907 -2.111 -2.691
O 0.062 -1.107 -2.302
C 1.464 -1.277 -2.637
C 2.290 -0.243 -1.870
O 2.184 -0.501 -0.450
C 2.824 0.409 0.477
C 2.298 0.150 1.890
O 0.864 0.307 1.850
H 0.026 -0.722 3.453
H 0.437 0.982 3.774
H -1.367 1.807 2.379
H -2.065 0.570 3.452
H -3.707 0.825 1.309
H -3.638 -0.905 1.703
H -3.159 0.519 -0.983
H -4.344 -0.745 -0.594
H -2.537 -0.701 -2.805
H -3.037 -2.390 -2.548
H -0.888 -2.231 -3.775
H -0.651 -3.070 -2.226
H 1.588 -1.128 -3.710
H 1.785 -2.291 -2.380
H 1.930 0.769 -2.082
H 3.336 -0.313 -2.174
H 2.600 1.438 0.182
H 3.903 0.251 0.436
H 2.726 0.890 2.569
H 2.550 -0.856 2.235
N -2.034 -9.669 6.665
C -1.627 -8.861 5.959
C -1.118 -7.853 5.070
C -1.504 -6.526 5.228
C -1.009 -5.558 4.370
C -0.145 -5.935 3.355
C 0.247 -7.255 3.185
C -0.238 -8.217 4.052
N 0.352 -4.942 2.449
C 1.645 -4.823 1.995
C 1.644 -3.778 1.128
N 0.370 -3.248 1.036
C -0.372 -3.979 1.850
H -2.178 -6.256 6.029
H -1.279 -4.520 4.514
H 0.905 -7.534 2.373
H 0.052 -9.252 3.936
H 2.423 -5.477 2.347
H 2.469 -3.381 0.560
H -1.436 -3.890 2.004
*
```

Mulliken population analysis, charges in e, atoms 1 to 6: Sr 2.832; C -0.656; C -0.558; O -0.439; C -0.678; C -0.674